# 1
Molecular formula: ClH18O13
Method: DFT, ωB97M-V/def2-TZVPD

Computed properties:
* gap between HOMO and LUMO: 9.469 eV
* HOMO energy: -6.741 eV
* energy: -1448.935514 a.u.

```
! RIJCOSX wB97M-V def2-TZVPD def2/J DEFGRID3
* xyz -1 1
Cl -4.4350 -31.7460 -1.9798
O -5.8133 -32.4028 -1.9379
O -3.3699 -32.6468 -1.4647
O -4.0706 -31.4423 -3.4311
O -4.4638 -30.4859 -1.1912
O -3.9310 -31.1420 1.5215
H -3.7724 -32.0694 1.6084
H -4.4304 -31.0579 0.7197
O -0.7099 -32.3634 -1.2550
H -1.5906 -32.6984 -1.4666
H -0.3222 -32.1783 -2.0869
O -7.2763 -29.9359 -1.9362
H -7.0916 -30.8651 -1.8790
H -8.2333 -29.8522 -2.0798
O -2.1344 -29.6786 -3.2185
H -2.7855 -30.2865 -3.5739
H -2.0980 -29.7894 -2.2627
O -1.5908 -29.8444 -0.5938
H -1.3645 -30.7823 -0.7130
H -1.6415 -29.6708 0.3286
O -3.1589 -31.0419 -6.2493
H -3.9376 -31.3097 -5.7891
H -3.4887 -30.9949 -7.1434
O -3.4360 -28.2215 0.8740
H -4.2244 -28.7365 0.7716
H -3.1928 -28.1188 -0.0290
O -5.9337 -30.6407 -5.3900
H -5.6633 -30.8484 -4.4812
H -6.5664 -31.2363 -5.7184
O -6.2571 -29.4132 0.5742
H -6.8261 -29.9364 1.1245
H -6.2614 -29.8157 -0.3334
*
```

***

# 2
Molecular formula: C9H16BaOP
Method: DFT, ωB97M-V/def2-TZVPD

Computed properties:
* gap between HOMO and LUMO: 3.071 eV
* HOMO energy: -0.794 eV
* energy: -794.444227 a.u.

```
! RIJCOSX wB97M-V def2-TZVPD def2/J DEFGRID3
* xyz -1 1
C 0.2569 0.1564 -2.4961
C -0.6760 -0.4897 -3.3419
C -0.1591 -1.7658 -3.7041
C 1.1218 -1.9307 -3.1049
C 1.4235 -0.7758 -2.3431
Ba 2.1090 1.7037 0.1843
P -0.5028 3.3284 0.0670
H 0.1741 1.1634 -2.0668
H -1.6301 -0.0731 -3.6613
H -0.6582 -2.4913 -4.3433
H 2.3479 -0.5692 -1.7844
H 1.7683 -2.8005 -3.2128
H -1.8307 2.9262 0.4435
H -0.8963 3.9304 -1.1827
H -0.5118 4.5660 0.8109
C -0.5887 -0.4041 3.2885
C -0.6873 -1.4890 2.1948
C 0.0448 -0.9597 0.9680
O 0.7287 0.2662 1.4148
C 0.4082 0.6431 2.8021
H -1.5683 0.0589 3.4478
H -0.2646 -0.8337 4.2402
H -1.7280 -1.7215 1.9544
H -0.2101 -2.4148 2.5326
H 0.8156 -1.6347 0.5798
H -0.6286 -0.6839 0.1490
H -0.0032 1.6619 2.7894
H 1.3450 0.6330 3.3745
*
```

***

# 3
Molecular formula: C13H10BiCl2N3O2
Method: DFT, ωB97M-V/def2-TZVPD

Computed properties:
* gap between HOMO and LUMO: 7.767 eV
* HOMO energy: -16.618 eV
* energy: -1950.555464 a.u.

```
! RIJCOSX wB97M-V def2-TZVPD def2/J DEFGRID3
* xyz 2 1
Bi 0.0283 0.3477 -1.1710
O -1.4015 0.3972 2.7439
C -1.2005 0.1477 1.6007
N 0.0289 0.3257 0.9161
C 1.2548 0.1354 1.6030
O 1.4546 0.3795 2.7477
C 2.2845 -0.5284 0.7166
C 3.4889 -0.9469 1.2442
C 4.3896 -1.6040 0.4124
C 4.0666 -1.8032 -0.9235
C 2.8503 -1.3441 -1.3927
N 1.9789 -0.7369 -0.5758
C -2.2323 -0.5123 0.7137
C -3.4414 -0.9208 1.2381
C -4.3441 -1.5731 0.4048
C -4.0187 -1.7778 -0.9298
C -2.7979 -1.3285 -1.3963
N -1.9246 -0.7261 -0.5775
H 3.6999 -0.7582 2.2880
H 5.3349 -1.9529 0.8065
H 4.7474 -2.3020 -1.5985
H 2.5627 -1.4679 -2.4294
H -3.6546 -0.7273 2.2807
H -5.2934 -1.9137 0.7965
H -4.7012 -2.2726 -1.6059
H -2.5077 -1.4552 -2.4319
Cl -1.7178 5.5513 -1.0762
C -0.0354 5.1262 -1.0972
Cl 0.1968 3.3067 -1.0937
H 0.4662 5.4728 -0.2027
H 0.4379 5.4620 -2.0109
*
```

***

# 4
Molecular formula: C4H5Cl4NO
Method: DFT, ωB97M-V/def2-TZVPD

Computed properties:
* gap between HOMO and LUMO: 10.418 eV
* HOMO energy: -9.821 eV
* SMILES string: OCN[C@@]1(Cl)[C@@H](Cl)C1(Cl)Cl
* energy: -2126.109104 a.u.

```
! RIJCOSX wB97M-V def2-TZVPD def2/J DEFGRID3
* xyz 0 1
C 1.6413 -0.4250 1.1404
C 0.3673 0.1159 0.5709
C 1.5587 0.1231 -0.3510
C -1.6133 -0.0681 -0.8859
N -0.7617 -0.7010 0.1771
O -2.6236 0.7430 -0.2982
Cl 1.8594 -2.1177 1.3125
Cl -0.0373 1.7368 1.1525
Cl 1.5913 -1.1761 -1.5378
Cl 2.1257 1.5172 -0.9930
H 2.3031 0.2530 1.8288
H -0.9141 0.4674 -1.4617
H -1.8879 -0.9242 -1.4463
H -1.3935 -1.0655 0.8574
H -2.2153 1.5211 -0.0656
*
```

***

# 5
Molecular formula: C6H12O
Method: DFT, ωB97M-V/def2-TZVPD

Computed properties:
* gap between HOMO and LUMO: 9.542 eV
* HOMO energy: -8.692 eV
* energy: -310.895536 a.u.

```
! RIJCOSX wB97M-V def2-TZVPD def2/J DEFGRID3
* xyz 0 1
C -2.6813 -1.0503 0.5490
O -2.0559 0.0801 1.1765
C -1.9586 1.1509 0.4420
C 0.8449 0.1889 -0.4178
C 1.0564 -0.7489 0.7451
C 1.7715 0.1896 -1.5953
C 1.7764 1.3463 -0.6321
H -1.8900 -1.7525 0.2734
H -3.2278 -0.7158 -0.3354
H -3.3430 -1.5107 1.2853
H -0.1957 0.3896 -0.6730
H -1.3735 1.8326 1.1064
H 0.6042 -1.7317 0.5619
H 0.6132 -0.3418 1.6608
H 2.1258 -0.9103 0.9281
H 1.3345 0.3435 -2.5773
H 2.6168 -0.4934 -1.5800
H 1.3568 2.2934 -0.9586
H 2.6252 1.4404 0.0409
*
```

***

# 6
Molecular formula: C26H21ClO3PSTc
Method: DFT, ωB97M-V/def2-TZVPD

Computed properties:
* gap between HOMO and LUMO (spin up / spin down): 5.285 / 6.677 eV
* expectation value of S²: 0.757
* HOMO energy (spin up / spin down): -2.649 / -4.042 eV
* energy: -2509.645224 a.u.

```
! RIJCOSX wB97M-V def2-TZVPD def2/J DEFGRID3
* xyz -1 2
Tc -2.1444 -0.3443 0.1570
O -1.9553 -2.6778 -0.1539
S -2.2107 -2.6145 -1.6096
O -2.8488 -3.7717 -2.1774
O -2.8664 -1.3253 -1.8927
C -0.5892 -2.5193 -2.3741
C -0.2678 -3.5068 -3.2936
C 0.9618 -3.5017 -3.9311
C 1.8767 -2.4973 -3.6447
C 1.5564 -1.5153 -2.7248
C 0.3232 -1.5033 -2.0693
P -0.0686 -0.1980 -0.8258
C 0.3532 1.3209 -1.7542
C 0.2037 1.4070 -3.1367
C 0.3470 2.6234 -3.7879
C 0.6348 3.7735 -3.0681
C 0.7672 3.7015 -1.6874
C 0.6190 2.4881 -1.0365
C 1.3631 -0.3874 0.3109
C 1.1796 -1.1684 1.4508
C 2.2252 -1.3897 2.3325
C 3.4702 -0.8236 2.0949
C 3.6621 -0.0379 0.9673
C 2.6183 0.1759 0.0795
H -1.0013 -4.2741 -3.4985
H 1.2007 -4.2756 -4.6491
H 2.8414 -2.4784 -4.1372
H 2.2784 -0.7378 -2.5119
H -0.0329 0.5182 -3.7090
H 0.2248 2.6716 -4.8630
H 0.7402 4.7233 -3.5769
H 0.9733 4.5966 -1.1138
H 0.6974 2.4438 0.0441
H 0.1976 -1.5852 1.6403
H 2.0610 -1.9944 3.2154
H 4.2853 -0.9872 2.7890
H 4.6278 0.4168 0.7812
H 2.7767 0.8104 -0.7839
C -1.9593 0.0723 1.8104
C -1.7639 0.3315 3.2103
C -0.6306 1.0240 3.6628
C -0.4491 1.2753 5.0122
C -1.3888 0.8407 5.9384
C -2.5145 0.1517 5.5022
C -2.7040 -0.1009 4.1547
H 0.1018 1.3543 2.9366
H 0.4314 1.8124 5.3459
H -1.2477 1.0408 6.9934
H -3.2519 -0.1866 6.2205
H -3.5804 -0.6299 3.8045
Cl -4.4958 1.9802 -0.1562
C -2.7308 1.5288 -0.5176
H -2.1938 2.4045 -0.1580
H -2.7033 1.5447 -1.6119
*
```

***

# 7
Molecular formula: C9H6NO3
Method: DFT, ωB97M-V/def2-TZVPD

Computed properties:
* gap between HOMO and LUMO (spin up / spin down): 6.863 / 6.001 eV
* expectation value of S²: 2.024
* HOMO energy (spin up / spin down): -11.181 / -13.618 eV
* energy: -626.355766 a.u.

```
! RIJCOSX wB97M-V def2-TZVPD def2/J DEFGRID3
* xyz 1 3
C 0.4222 -2.4636 -0.2669
C 1.5656 -2.0220 0.4760
C -0.7514 -1.7515 -0.5810
C 1.8035 -0.7296 0.8913
C -0.8015 -0.2881 -0.8090
C 1.1163 0.3652 0.3330
C -1.5411 0.7879 -0.4277
C -0.4072 1.9445 -0.1463
C 0.8229 1.4360 -0.8365
N 0.5339 1.4887 0.7791
O -2.7349 1.1789 -0.3483
O -0.9145 3.1571 0.0184
O 0.6068 0.1020 -0.9718
H 0.2783 -3.5314 -0.2603
H 2.2330 -2.7810 0.8134
H -1.7022 -2.2480 -0.8270
H 2.5233 -0.4576 1.6519
H -2.7622 2.1400 -0.0763
H -0.2911 3.6724 0.5880
*
```

***

> Among the records above, which one has the highest energy?

C6H12O